(1)
Density functional theory data (ωB97M-V/def2-TZVPD) for a molecular structure, C33H67BrO15S in a non-equilibrium geometry.

Computed properties:
LUMO	-1.260	eV
HOMO energy	-9.8	eV
HOMO-LUMO gap	8.560	eV

Geometry (Å):
C: -0.42278 0.04221 -2.51789
C: -0.16119 -0.52907 -0.99267
C: 1.41261 -0.89833 -0.68909
C: 2.41373 0.40084 -0.62411
C: 1.86856 1.60949 0.38579
C: 2.17742 1.32740 1.97103
C: 2.88357 2.72141 2.56580
C: 1.76907 3.83742 3.01926
C: 1.31487 4.86006 1.77835
O: 2.01536 6.15261 1.80190
S: 3.58236 6.06115 1.13813
O: 4.53009 5.52068 2.27331
O: 3.71146 4.91454 -0.11603
Br: 5.44997 4.27334 -0.26193
H: -0.13468 1.19443 -2.61778
H: 0.15343 -0.63145 -3.31485
H: -1.57813 -0.01803 -2.76013
H: -0.79257 -1.53562 -0.91493
H: -0.60287 0.17356 -0.14405
H: 1.56335 -1.49715 0.32530
H: 1.79673 -1.59580 -1.57567
H: 2.39901 0.89206 -1.71204
H: 3.53075 0.10371 -0.42465
H: 0.72049 1.87167 0.19342
H: 2.45664 2.58594 0.03144
H: 1.19237 1.07938 2.59689
H: 2.93482 0.41513 2.10438
H: 3.65503 3.11249 1.77455
H: 3.52433 2.44652 3.53447
H: 2.03345 4.41941 4.01125
H: 0.77617 3.22517 3.27332
H: 1.31345 4.32252 0.72712
H: 0.16812 5.10299 2.00444
O: -1.14336 2.79738 5.60106
C: -0.47855 1.95130 6.19680
O: 0.15311 0.97112 5.50960
C: 1.09938 0.05085 6.08545
C: 0.38718 -1.13048 6.71239
C: -0.43344 1.93248 7.69569
H: 1.76839 0.55989 6.78392
H: 1.72631 -0.30508 5.26059
H: -0.26763 -0.81962 7.53130
H: 1.10897 -1.85420 7.10140
H: -0.24722 -1.62963 5.97282
H: -1.31899 1.41555 8.07599
H: -0.43515 2.96732 8.05577
H: 0.46381 1.47128 8.10358
O: 1.76750 -3.58428 4.73981
C: 2.59217 -4.02319 3.93980
O: 2.54181 -3.65769 2.63754
C: 3.55941 -3.96196 1.66501
C: 3.34304 -5.34013 1.07369
C: 3.60576 -5.04145 4.36972
H: 4.55900 -3.83639 2.08881
H: 3.46352 -3.21246 0.87180
H: 3.41059 -6.12199 1.83537
H: 4.08469 -5.54772 0.29719
H: 2.34334 -5.41357 0.63349
H: 3.14884 -6.03486 4.34972
H: 3.91999 -4.80747 5.39298
H: 4.51197 -5.04244 3.76729
O: 8.69234 0.56323 1.61353
C: 9.23308 1.65950 1.47732
O: 8.85755 2.48612 0.47349
C: 9.28965 3.85315 0.33773
C: 10.62376 3.92686 -0.37680
C: 10.37935 2.05988 2.35755
H: 9.30041 4.36052 1.30573
H: 8.53006 4.35918 -0.26813
H: 11.41149 3.41599 0.18402
H: 10.92430 4.96767 -0.52670
H: 10.56125 3.43503 -1.35290
H: 11.30299 1.62427 1.96616
H: 10.19445 1.67229 3.36559
H: 10.49792 3.13634 2.46392
O: -1.76243 -0.46189 -5.03832
C: -2.80471 0.01785 -5.48135
O: -3.99856 -0.54024 -5.17271
C: -5.27719 0.04584 -5.48179
C: -5.70624 -0.31195 -6.89024
C: -2.76727 1.16656 -6.44472
H: -5.26925 1.12418 -5.30379
H: -5.99297 -0.37974 -4.76999
H: -5.00799 0.07705 -7.63666
H: -6.70107 0.08884 -7.10419
H: -5.73063 -1.39912 -7.01689
H: -2.58647 0.78465 -7.45343
H: -1.94705 1.83375 -6.15724
H: -3.66913 1.77548 -6.43935
O: -5.85052 1.99711 -0.93251
C: -5.18571 1.15102 -0.33677
O: -4.55404 0.17085 -1.02398
C: -3.60777 -0.74942 -0.44812
C: -4.31997 -1.93075 0.17881
C: -5.14060 1.13220 1.16212
H: -2.93876 -0.24038 0.25035
H: -2.98085 -1.10535 -1.27299
H: -4.97478 -1.61990 0.99773
H: -3.59818 -2.65447 0.56783
H: -4.95438 -2.42991 -0.56076
H: -6.02614 0.61528 1.54242
H: -5.14230 2.16705 1.52219
H: -4.24334 0.67101 1.57001
O: -9.38313 -0.91485 -5.32993
C: -9.01562 -2.08797 -5.36817
O: -8.87275 -2.72040 -6.55628
C: -8.27532 -4.02025 -6.72176
C: -9.29827 -5.11486 -6.49544
C: -8.81217 -2.86581 -4.10222
H: -7.39144 -4.13070 -6.08841
H: -7.92156 -4.06877 -7.75743
H: -9.69507 -5.09296 -5.47657
H: -8.85626 -6.09912 -6.67416
H: -10.15120 -4.98500 -7.16941
H: -9.77718 -3.24361 -3.75285
H: -8.39065 -2.19394 -3.34626
H: -8.10916 -3.69062 -4.20022

These are the Löwdin partial charges, in e, on atoms 1 to 99:
1 C -0.135
2 C -0.265
3 C -0.227
4 C -0.210
5 C -0.210
6 C -0.188
7 C -0.212
8 C -0.153
9 C -0.228
10 O -0.376
11 S 0.953
12 O -0.517
13 O -0.920
14 Br 0.784
15 H 0.088
16 H 0.094
17 H 0.057
18 H 0.103
19 H 0.096
20 H 0.103
21 H 0.115
22 H 0.109
23 H 0.112
24 H 0.112
25 H 0.084
26 H 0.112
27 H 0.116
28 H 0.057
29 H 0.117
30 H 0.128
31 H 0.111
32 H 0.113
33 H 0.142
34 O 0.067
35 C -0.506
36 O -0.021
37 C -0.225
38 C -0.071
39 C 0.003
40 H 0.114
41 H 0.119
42 H 0.066
43 H 0.081
44 H 0.086
45 H 0.099
46 H 0.095
47 H 0.069
48 O 0.070
49 C -0.498
50 O -0.012
51 C -0.228
52 C -0.066
53 C 0.005
54 H 0.117
55 H 0.114
56 H 0.067
57 H 0.084
58 H 0.086
59 H 0.100
60 H 0.095
61 H 0.070
62 O 0.078
63 C -0.501
64 O -0.018
65 C -0.237
66 C -0.066
67 C 0.003
68 H 0.119
69 H 0.093
70 H 0.069
71 H 0.084
72 H 0.087
73 H 0.099
74 H 0.096
75 H 0.069
76 O 0.048
77 C -0.491
78 O -0.007
79 C -0.219
80 C -0.063
81 C 0.009
82 H 0.120
83 H 0.121
84 H 0.067
85 H 0.087
86 H 0.079
87 H 0.099
88 H 0.096
89 H 0.071
90 O 0.074
91 C -0.503
92 O -0.009
93 C -0.239
94 C -0.060
95 C 0.005
96 H 0.104
97 H 0.100
98 H 0.068
99 H 0.083

(2)
Density functional theory data (ωB97M-V/def2-TZVPD) for 3 unconnected molecules or ions with the total composition C33H67IN4O5P2 in a non-equilibrium geometry.

Computed properties:
LUMO (spin up / spin down)	0.274 / -0.264	eV
HOMO energy (spin up / spin down)	-6.9 / -6.9	eV
HOMO-LUMO gap (spin up / spin down)	7.172 / 6.634	eV
2S+1	3

Geometry (Å):
C: 4.45366 -7.24954 2.80364
C: 3.82019 -5.89158 3.05843
C: 4.57479 -4.61413 2.40946
P: 3.68622 -3.53742 1.14710
C: 4.23149 -2.89787 -0.56721
C: 3.00843 -2.15713 -1.43878
C: 3.22503 -0.53069 -1.59625
I: 1.80143 0.11681 -3.18862
C: 2.22131 -2.47472 1.87538
C: 1.19087 -3.25487 2.85764
N: -0.06868 -3.79746 2.24515
C: -0.84490 -2.82101 1.41392
C: -1.08253 -1.33796 2.05719
C: -0.92705 -4.57515 3.22292
C: -1.29844 -6.14051 2.76629
O: -1.37839 -4.12442 4.39820
C: 2.52167 -4.78748 0.49882
C: 3.23710 -6.25323 -0.20152
C: 4.95694 -6.25310 -0.40997
O: 3.86173 -6.11159 -1.63187
P: 5.03188 -1.94166 1.95208
N: 6.74936 -2.31192 1.47158
O: 4.55771 -0.35729 1.31672
H: 3.78710 -8.21190 2.81590
H: 5.62995 -7.33743 2.61946
H: 2.88279 -5.91898 3.75644
H: 4.88334 -3.91786 3.33081
H: 5.62353 -4.98353 1.97328
H: 5.08176 -2.05842 -0.53444
H: 4.65972 -3.68565 -1.31226
H: 3.03093 -2.58118 -2.55561
H: 1.94031 -2.39482 -1.03718
H: 2.82679 0.01790 -0.61660
H: 4.32601 -0.21570 -1.83672
H: 2.72708 -1.65923 2.59078
H: 1.70435 -1.80286 1.03412
H: 1.70355 -4.12758 3.44409
H: 0.84849 -2.47837 3.69880
H: -0.33651 -2.73874 0.33683
H: -1.91016 -3.28783 1.21739
H: -1.70195 -0.71448 1.24917
H: -1.66831 -1.31227 3.06984
H: -0.02378 -0.80637 2.09924
H: -1.69877 -6.78686 3.65595
H: -0.33240 -6.63289 2.27772
H: -2.07316 -6.03735 1.86683
H: 1.84631 -4.46994 -0.40755
H: 1.78500 -5.36787 1.23927
H: 2.70200 -7.35286 0.11378
H: 5.43632 -7.30781 -0.60383
H: 5.58582 -5.29959 -0.20409
H: 6.73472 -3.22109 0.93001
H: 7.07135 -1.59850 0.75147
H: 5.03425 0.28683 1.94392
C: -3.69009 3.75112 4.79999
C: -3.95202 2.71612 3.66915
C: -5.15437 3.13742 2.77565
C: -6.52294 2.85661 3.37627
C: -6.62426 1.40405 3.82234
C: -5.48982 1.00434 4.80022
N: -4.11807 1.35313 4.27801
O: -3.79714 0.41034 3.27993
C: -5.75964 1.68914 6.16818
C: -5.62855 -0.51867 5.13410
C: -2.67244 2.86698 2.77123
H: -4.21298 3.55920 5.72940
H: -2.62814 3.77800 5.07462
H: -3.97133 4.76339 4.48465
H: -5.09950 2.60413 1.81620
H: -5.08681 4.20418 2.52561
H: -6.71482 3.54009 4.20903
H: -7.29720 3.06186 2.62744
H: -7.60396 1.24464 4.29303
H: -6.60836 0.75333 2.93440
H: -4.91389 1.54625 6.85432
H: -6.64672 1.26383 6.65244
H: -5.97328 2.75495 6.08621
H: -5.59647 -1.15062 4.24108
H: -6.58863 -0.72821 5.62014
H: -4.83619 -0.84288 5.81972
H: -1.77193 2.52634 3.29662
H: -2.51385 3.91773 2.49650
H: -2.74821 2.30867 1.83070
C: -0.88571 3.69510 -7.91710
C: -0.91193 4.86334 -6.89086
C: -0.15375 6.11219 -7.42660
C: 1.36124 6.02984 -7.32347
C: 1.78277 5.67089 -5.90480
C: 1.11450 4.36622 -5.40063
N: -0.38427 4.37284 -5.57290
O: -0.91752 5.21237 -4.57348
C: 1.75926 3.16643 -6.14753
C: 1.54024 4.12661 -3.91348
C: -2.43194 5.25748 -6.86767
H: -0.05378 3.00891 -7.81182
H: -1.78139 3.06783 -7.82668
H: -0.85373 4.07184 -8.94679
H: -0.47468 7.00130 -6.86585
H: -0.43002 6.30548 -8.47129
H: 1.74781 5.30467 -8.04607
H: 1.79708 6.99773 -7.59840
H: 2.87648 5.57308 -5.87334
H: 1.53686 6.50847 -5.23388
H: 1.22776 2.23141 -5.92454
H: 2.80309 3.02806 -5.84162
H: 1.80305 3.30000 -7.22854
H: 1.27529 4.96300 -3.25917
H: 2.62698 4.00840 -3.83036
H: 1.07973 3.21363 -3.51670
H: -3.04675 4.45737 -6.43777
H: -2.79957 5.44252 -7.88517
H: -2.62182 6.17471 -6.29785

These are the Löwdin partial charges, in e, on atoms 1 to 99:
1 C -0.035
2 C -0.179
3 C -0.368
4 P 0.604
5 C -0.315
6 C -0.335
7 C -0.617
8 I 0.694
9 C -0.273
10 C -0.217
11 N -0.171
12 C -0.232
13 C -0.106
14 C -0.285
15 C -0.033
16 O -0.027
17 C -0.270
18 C -0.170
19 C -0.052
20 O -0.230
21 P 0.708
22 N -0.251
23 O -0.423
24 H 0.062
25 H 0.081
26 H 0.098
27 H 0.070
28 H 0.094
29 H 0.066
30 H 0.083
31 H 0.101
32 H 0.070
33 H 0.054
34 H 0.072
35 H 0.067
36 H 0.097
37 H 0.109
38 H 0.138
39 H 0.122
40 H 0.132
41 H 0.096
42 H 0.084
43 H 0.073
44 H 0.089
45 H 0.079
46 H 0.095
47 H 0.102
48 H 0.086
49 H 0.162
50 H 0.111
51 H 0.066
52 H 0.003
53 H 0.038
54 H 0.061
55 C -0.035
56 C -0.464
57 C -0.145
58 C -0.191
59 C -0.143
60 C -0.474
61 N -0.012
62 O -0.044
63 C -0.054
64 C -0.045
65 C -0.050
66 H 0.047
67 H 0.084
68 H 0.090
69 H 0.122
70 H 0.121
71 H 0.106
72 H 0.115
73 H 0.124
74 H 0.125
75 H 0.095
76 H 0.085
77 H 0.059
78 H 0.074
79 H 0.082
80 H 0.089
81 H 0.085
82 H 0.088
83 H 0.073
84 C -0.035
85 C -0.466
86 C -0.146
87 C -0.191
88 C -0.143
89 C -0.471
90 N -0.017
91 O -0.030
92 C -0.059
93 C -0.059
94 C -0.053
95 H 0.048
96 H 0.083
97 H 0.089
98 H 0.121
99 H 0.120